Entry 1:
This record from OMol25 describes a molecular structure, C24H60AsF6O14V in a non-equilibrium geometry. The level of theory is ωB97M-V/def2-TZVPD.

Properties
Largest force on an atom = 4.10 eV/A
E = -157349.129 eV
Molecular weight = 812.584 g/mol
E_LUMO = -2.5 eV
HOMO = -8.874 eV
Total charge = 0

Each line ends with the Löwdin charge.
Atoms and positions in Å:
1 O -2.695 2.467 6.219  -0.29
2 V -1.894 2.085 4.864  1.06
3 O -0.569 2.993 4.867  -0.26
4 As 0.153 0.298 1.953  1.00
5 F 0.976 -0.348 0.490  -0.26
6 F 1.356 1.506 2.196  -0.22
7 F -0.824 1.026 3.400  -0.36
8 F -1.251 -0.900 1.859  -0.29
9 F 1.009 -0.759 3.066  -0.24
10 F -0.806 1.403 0.801  -0.29
11 C 2.025 -5.813 -2.040  -0.09
12 O 2.870 -5.589 -0.922  -0.18
13 C 2.566 -6.152 0.324  -0.21
14 C 1.649 -5.192 1.022  -0.21
15 O 0.408 -4.914 0.366  -0.18
16 C -0.332 -3.963 1.137  -0.10
17 H 1.794 -6.856 -2.253  0.08
18 H 2.358 -5.448 -3.011  0.08
19 H 1.100 -5.259 -1.879  0.08
20 H 3.488 -6.244 0.898  0.11
21 H 2.106 -7.138 0.265  0.13
22 H 2.209 -4.257 1.057  0.12
23 H 1.441 -5.623 2.001  0.12
24 H -0.368 -4.292 2.176  0.08
25 H -1.351 -3.788 0.794  0.09
26 H 0.079 -2.956 1.064  0.05
27 C -4.483 0.358 3.794  -0.06
28 O -3.231 0.395 4.470  -0.29
29 C -2.887 -0.882 5.043  -0.12
30 C -1.877 -0.668 6.198  -0.14
31 O -0.953 0.291 5.719  -0.29
32 C 0.374 0.126 6.155  -0.04
33 H -4.539 -0.006 2.769  0.11
34 H -4.929 1.342 3.646  0.10
35 H -5.263 -0.142 4.369  0.10
36 H -2.349 -1.392 4.244  0.13
37 H -3.724 -1.408 5.504  0.14
38 H -1.349 -1.619 6.268  0.14
39 H -2.397 -0.517 7.144  0.14
40 H 1.063 0.872 5.759  0.11
41 H 0.682 -0.816 5.703  0.10
42 H 0.404 -0.015 7.236  0.11
43 C -0.923 -1.034 -1.702  -0.13
44 O -0.813 -0.853 -3.095  -0.17
45 C -1.550 0.273 -3.688  -0.15
46 C -3.013 -0.080 -3.776  -0.18
47 O -3.780 -0.117 -2.529  -0.21
48 C -5.018 -0.733 -2.783  -0.13
49 H -0.612 -0.093 -1.247  0.05
50 H -0.372 -1.827 -1.197  0.07
51 H -1.901 -1.165 -1.239  0.08
52 H -1.082 0.350 -4.670  0.14
53 H -1.437 1.154 -3.056  0.09
54 H -3.036 -1.024 -4.320  0.13
55 H -3.452 0.706 -4.391  0.12
56 H -4.858 -1.810 -2.808  0.09
57 H -5.450 -0.389 -3.723  0.09
58 H -5.799 -0.704 -2.022  0.08
59 C -3.259 2.808 -1.427  -0.07
60 O -2.668 3.929 -2.223  -0.23
61 C -3.644 5.018 -2.502  -0.15
62 C -2.878 5.934 -3.469  -0.18
63 O -3.645 7.145 -3.694  -0.20
64 C -3.025 8.157 -4.501  -0.10
65 H -3.803 3.021 -0.507  0.07
66 H -2.496 2.087 -1.135  0.06
67 H -4.042 2.288 -1.981  0.07
68 H -3.904 5.515 -1.567  0.12
69 H -4.417 4.395 -2.951  0.12
70 H -2.619 5.333 -4.341  0.12
71 H -1.989 6.223 -2.910  0.12
72 H -2.273 8.579 -3.835  0.08
73 H -3.709 8.889 -4.931  0.08
74 H -2.454 7.761 -5.341  0.08
75 C 0.098 3.334 -4.348  -0.13
76 O 1.009 2.402 -3.865  -0.18
77 C 1.202 2.385 -2.464  -0.18
78 C 2.337 1.518 -1.942  -0.20
79 O 3.637 1.814 -2.431  -0.21
80 C 4.675 0.787 -2.191  -0.05
81 H 0.481 4.296 -4.007  0.09
82 H -0.940 3.132 -4.084  0.06
83 H 0.034 3.385 -5.435  0.09
84 H 0.231 2.214 -2.000  0.11
85 H 1.454 3.412 -2.200  0.12
86 H 2.170 0.485 -2.249  0.12
87 H 2.389 1.494 -0.853  0.11
88 H 4.819 0.785 -1.110  0.08
89 H 5.546 1.179 -2.715  0.09
90 H 4.354 -0.177 -2.585  0.08
91 C 4.396 -0.008 2.641  -0.06
92 O 5.080 -0.823 1.647  -0.19
93 C 4.305 -1.718 0.916  -0.24
94 C 5.142 -2.697 0.035  -0.13
95 O 6.324 -3.309 0.672  -0.16
96 C 5.950 -4.133 1.778  -0.11
97 H 4.082 -0.584 3.512  0.08
98 H 3.520 0.440 2.173  0.06
99 H 5.064 0.795 2.952  0.09
100 H 3.536 -1.199 0.343  0.11
101 H 3.784 -2.347 1.637  0.10
102 H 5.437 -2.148 -0.859  0.11
103 H 4.484 -3.462 -0.377  0.11
104 H 5.112 -4.796 1.562  0.06
105 H 5.408 -3.616 2.571  0.08
106 H 6.762 -4.785 2.100  0.09

***

Entry 2:
This record from OMol25 describes C3H6O2 in the gas phase in a non-equilibrium geometry. The level of theory is ωB97M-V/def2-TZVPD.

Properties
Largest force on an atom = 4.92 eV/A
E = -7299.081 eV
Structure (SMILES) = OC[C@H]1CO1
Molecular weight = 74.079 g/mol
E_LUMO = 1.0 eV
Relative energy (zero: lowest compared OMol25 entry of this formula, charge and spin) = 443.6 kJ/mol
HOMO = -8.977 eV
Total charge = 0

Each line ends with the natural charge from an NBO analysis.
Atoms and positions in Å:
1 O -1.658 -0.432 -0.262  -0.71
2 C -0.989 0.789 -0.055  -0.13
3 C 0.479 0.687 -0.208  -0.01
4 C 1.117 -0.797 0.354  -0.15
5 O 0.939 -0.389 -0.982  -0.51
6 H -1.165 -0.870 -0.979  0.47
7 H -1.254 1.541 -0.817  0.18
8 H -1.291 1.188 0.918  0.20
9 H 1.274 0.783 0.669  0.26
10 H 0.382 -1.488 0.752  0.20
11 H 2.167 -1.013 0.609  0.20

***

Entry 3:
This record from OMol25 describes a molecular structure, ClNO5S in a non-equilibrium geometry. The level of theory is ωB97M-V/def2-TZVPD.

Properties
Largest force on an atom = 6.55 eV/A
E = -35076.640 eV
Molecular weight = 161.522 g/mol
E_LUMO (spin up / spin down) = -1.5 / -1.6 eV
Relative energy (zero: lowest compared OMol25 entry of this formula, charge and spin) = 214.2 kJ/mol
HOMO (spin up / spin down) = -10.254 / -10.598 eV
Total charge = 0

Each line ends with the natural charge from an NBO analysis.
Atoms and positions in Å:
1 N 2.031 -0.601 -0.300  0.55
2 O 1.699 0.382 0.141  -0.09
3 O 1.749 -1.282 -1.197  -0.27
4 O -1.127 -1.761 0.504  -0.84
5 O -3.064 -0.202 0.698  -0.82
6 O 0.510 1.441 -0.532  -0.47
7 S -1.726 -0.528 0.192  1.66
8 Cl -0.072 2.550 0.494  0.28

***

Entry 4:
This record from OMol25 describes C2H3N2OP in the gas phase in a non-equilibrium geometry. The level of theory is ωB97M-V/def2-TZVPD.

Properties
Largest force on an atom = 3.10 eV/A
E = -16432.987 eV
Molecular weight = 102.033 g/mol
E_LUMO (spin up / spin down) = -1.7 / -1.9 eV
Relative energy (zero: lowest compared OMol25 entry of this formula, charge and spin) = 526.8 kJ/mol
HOMO (spin up / spin down) = -8.300 / -8.218 eV
Total charge = 0

Each line ends with the natural charge from an NBO analysis.
Atoms and positions in Å:
1 C -0.543 0.211 0.061  -0.12
2 C -0.859 0.459 -1.249  -0.67
3 N 1.659 -0.572 -0.152  -0.20
4 N 0.675 -0.285 0.426  0.13
5 O 0.615 -0.461 1.929  -0.66
6 P 0.075 0.273 -2.668  0.54
7 H -1.224 0.382 0.877  0.24
8 H -1.861 0.841 -1.418  0.26
9 H 1.462 -0.846 2.193  0.47

***

Entry 5:
This record from OMol25 describes C4H7NO in the gas phase. The level of theory is ωB97M-V/def2-TZVPD.

Properties
Largest force on an atom = 0.36 eV/A
E = -7797.015 eV
Structure (SMILES) = O[C@H]1C[C@H]2N[C@@H]12
Molecular weight = 85.106 g/mol
E_LUMO = 1.1 eV
Relative energy (zero: lowest compared OMol25 entry of this formula, charge and spin) = 253.7 kJ/mol
HOMO = -9.377 eV
Total charge = 0

Each line ends with the natural charge from an NBO analysis.
Atoms and positions in Å:
1 O 1.992 0.694 0.246  -0.70
2 C 0.908 0.238 -0.503  0.11
3 C 0.293 -1.171 -0.191  -0.44
4 C -1.054 -0.478 -0.039  -0.09
5 N -0.867 0.436 1.098  -0.62
6 C -0.465 0.863 -0.256  -0.13
7 H 1.679 0.748 1.160  0.48
8 H 1.186 0.313 -1.558  0.18
9 H 0.646 -1.621 0.742  0.22
10 H 0.376 -1.886 -1.012  0.21
11 H -2.040 -0.826 -0.323  0.21
12 H -1.773 0.848 1.312  0.36
13 H -0.884 1.757 -0.709  0.21

***

Entry 6:
This record from OMol25 describes a molecular structure, C11H16F6NaO15S2. The level of theory is ωB97M-V/def2-TZVPD.

Properties
Largest force on an atom = 0.91 eV/A
E = -84776.602 eV
Molecular weight = 589.346 g/mol
E_LUMO = 1.8 eV
HOMO = -6.423 eV
Total charge = -1

Each line ends with the natural charge from an NBO analysis.
Atoms and positions in Å:
1 Na -14.518 1.588 -8.906  0.94
2 C -18.787 1.743 -10.193  0.67
3 F -19.969 1.955 -10.789  -0.33
4 F -18.868 2.304 -8.956  -0.36
5 F -18.656 0.426 -10.011  -0.33
6 S -17.386 2.483 -11.147  2.37
7 O -16.272 2.139 -10.268  -1.07
8 O -17.408 1.807 -12.414  -0.96
9 O -17.737 3.877 -11.154  -0.99
10 C -11.442 -1.557 -11.131  0.67
11 F -12.272 -2.553 -10.783  -0.33
12 F -10.678 -1.276 -10.042  -0.35
13 F -10.619 -2.031 -12.065  -0.32
14 S -12.363 -0.076 -11.704  2.37
15 O -11.309 0.840 -12.088  -1.00
16 O -13.152 -0.603 -12.779  -0.95
17 O -13.059 0.298 -10.480  -1.05
18 C -12.637 -2.141 -6.536  -0.10
19 C -12.682 -3.107 -7.707  -0.10
20 O -13.829 -2.708 -8.415  -0.47
21 C -14.222 -1.489 -8.022  0.99
22 O -15.063 -0.856 -8.565  -0.58
23 O -13.516 -1.085 -6.948  -0.50
24 H -11.655 -1.725 -6.331  0.21
25 H -13.056 -2.586 -5.630  0.18
26 H -12.762 -4.134 -7.362  0.19
27 H -11.822 -3.002 -8.367  0.21
28 C -17.642 2.750 -6.091  -0.27
29 O -16.537 3.291 -5.328  -0.50
30 C -15.380 3.416 -5.960  1.00
31 O -15.102 2.892 -7.002  -0.69
32 O -14.569 4.195 -5.247  -0.50
33 C -13.373 4.575 -5.920  -0.28
34 H -17.342 2.405 -7.074  0.24
35 H -18.389 3.538 -6.173  0.19
36 H -18.067 1.927 -5.520  0.19
37 H -12.684 4.953 -5.165  0.18
38 H -13.567 5.381 -6.626  0.19
39 H -12.912 3.721 -6.410  0.23
40 C -12.103 1.515 -5.309  -0.27
41 O -11.088 1.058 -6.188  -0.51
42 C -11.193 1.483 -7.449  1.00
43 O -12.123 2.126 -7.873  -0.69
44 O -10.125 1.104 -8.107  -0.49
45 C -9.962 1.654 -9.446  -0.27
46 H -11.875 2.488 -4.873  0.18
47 H -12.195 0.777 -4.514  0.19
48 H -13.067 1.565 -5.816  0.21
49 H -10.344 0.948 -10.174  0.25
50 H -8.892 1.810 -9.535  0.18
51 H -10.512 2.585 -9.540  0.20

***

What is the total charge in the fourth record? 0

***

The highest largest force on an atom belongs to which entry? ClNO5S

***

Which formula does entry 4 have? C2H3N2OP